Record 1
C29H50BCl2N2O24P2S | ωB97M-V/def2-TZVPD

```
111
Properties=species:S:1:pos:R:3:mulliken_charge:R:1
C 2.298 4.502 1.626 -1.27
C 2.361 3.865 0.227 0.10
O 1.535 2.686 0.255 -0.93
B 2.042 1.649 -0.504 1.73
O 2.163 1.892 -1.819 -1.16
C 2.355 0.247 0.254 -1.26
N 1.571 -0.998 -0.060 0.05
P 0.769 -1.119 -1.721 -0.03
C -0.324 -2.608 -1.869 -1.01
C -0.543 0.184 -1.830 0.46
C -1.231 0.487 -0.467 -1.28
C 2.198 -2.266 0.469 1.02
C 1.097 -3.112 1.193 -0.85
C 1.209 -4.641 1.101 -0.14
O 0.662 -5.324 0.374 -0.31
Cl 2.259 -5.407 2.358 -0.10
P 3.141 -3.272 -0.810 0.74
N 2.309 -4.054 -1.846 -0.75
O 4.102 -4.359 -0.040 -0.60
O 4.172 -2.363 -1.663 -0.55
C 3.325 -1.926 1.515 -0.97
C 2.887 -1.423 2.908 -1.26
O 2.846 -2.547 3.781 -0.38
C 1.799 -2.469 4.751 -0.68
O 4.348 -1.132 0.891 -0.48
C 3.896 0.086 0.384 0.92
Cl 4.342 1.309 1.693 -0.08
S 4.995 0.627 -1.022 1.76
C 6.566 -0.257 -0.775 -1.31
O 5.319 2.014 -0.882 -0.73
O 4.558 0.359 -2.354 -0.67
H 3.110 5.227 1.745 0.44
H 2.506 3.710 2.356 0.24
H 1.326 4.945 1.847 0.22
H 3.421 3.671 0.029 0.17
H 2.023 4.598 -0.516 0.28
H 1.522 2.582 -2.103 0.26
H 2.060 0.493 1.279 0.46
H 0.746 -0.935 0.554 0.99
H -0.037 -3.489 -1.297 0.27
H -1.382 -2.413 -1.638 0.39
H -0.296 -2.878 -2.929 0.42
H -1.342 -0.149 -2.502 0.77
H -0.165 1.098 -2.276 -0.44
H -1.994 1.247 -0.667 0.32
H -0.557 0.912 0.289 0.24
H -1.755 -0.419 -0.141 0.38
H 0.095 -2.876 0.810 0.52
H 1.027 -2.899 2.265 0.27
H 2.435 -5.057 -1.800 0.26
H 4.365 -5.008 -0.710 0.38
H 5.019 -2.388 -1.183 0.25
H 3.851 -2.857 1.765 1.20
H 3.608 -0.733 3.352 0.32
H 1.885 -0.969 2.862 0.54
H 1.030 -3.209 4.488 0.23
H 2.214 -2.796 5.710 0.30
H 1.393 -1.464 4.898 0.31
H 6.641 -1.085 -1.482 0.44
H 6.737 -0.532 0.268 0.32
H 7.341 0.462 -1.050 0.49
C 3.557 -8.919 3.087 -0.19
C 2.508 -8.600 4.125 -0.24
O 2.505 -9.771 4.937 -0.34
C 3.718 -10.377 4.796 0.57
O 4.099 -11.279 5.460 -0.48
O 4.431 -9.802 3.787 -0.34
H 4.093 -8.036 2.744 0.24
H 3.144 -9.441 2.221 0.25
H 2.779 -7.740 4.744 0.25
H 1.526 -8.426 3.689 0.30
C -1.644 4.042 -5.611 -0.44
C -2.211 2.828 -4.920 -0.29
O -1.184 2.514 -3.970 -0.06
C -0.487 3.641 -3.730 0.44
O 0.330 3.760 -2.861 -0.68
O -0.822 4.622 -4.588 -0.37
H -2.412 4.740 -5.934 0.33
H -1.015 3.787 -6.465 0.27
H -3.136 3.039 -4.383 0.17
H -2.381 1.995 -5.597 0.37
C 0.124 8.410 -0.611 -0.27
C 1.435 9.073 -0.265 -0.33
O 1.476 8.958 1.159 -0.33
C 0.686 7.912 1.511 0.68
O 0.634 7.448 2.602 -0.52
O -0.037 7.466 0.449 -0.32
H 0.147 7.909 -1.577 0.27
H -0.716 9.108 -0.593 0.28
H 2.295 8.548 -0.686 0.26
H 1.474 10.117 -0.570 0.30
C -6.057 0.810 -0.846 -0.13
C -6.546 1.753 -1.912 -0.25
O -5.380 1.921 -2.731 -0.33
C -4.591 0.837 -2.548 0.63
O -3.628 0.590 -3.210 -0.47
O -5.032 0.073 -1.525 -0.34
H -6.836 0.148 -0.485 0.17
H -5.610 1.331 0.004 0.22
H -7.345 1.322 -2.517 0.23
H -6.881 2.706 -1.512 0.32
C -10.013 1.266 0.684 -0.33
C -11.001 0.183 1.042 -0.36
O -10.968 -0.664 -0.109 -0.34
C -9.778 -0.479 -0.727 0.59
O -9.363 -1.145 -1.616 -0.48
O -9.109 0.583 -0.192 -0.26
H -9.489 1.662 1.551 0.31
H -10.474 2.093 0.140 0.26
H -10.691 -0.396 1.914 0.26
H -12.004 0.567 1.211 0.32
```

Summary:
* E_HOMO: -11.611 eV
* charge: +1
* E_LUMO: -0.092 Eh

---

Record 2
C29H50BN13O3P3RbS2 | ωB97M-V/def2-TZVPD

```
102
Properties=species:S:1:pos:R:3:nbo_charge:R:1
Rb 1.054 0.027 0.185 0.87
C 5.346 0.044 -1.312 -0.35
C 4.301 0.676 -1.999 -0.08
N 3.671 1.547 -1.218 -0.31
N 4.280 1.494 -0.024 -0.32
C 5.292 0.603 -0.054 -0.02
B 3.912 2.382 1.201 0.58
N 3.346 1.516 2.348 -0.35
C 4.050 0.652 3.113 -0.03
C 3.208 0.136 4.070 -0.34
C 1.980 0.758 3.803 -0.07
N 2.074 1.589 2.774 -0.30
N 2.882 3.442 0.787 -0.31
C 3.051 4.779 0.835 -0.04
C 1.875 5.374 0.424 -0.38
C 1.031 4.283 0.144 -0.09
N 1.650 3.136 0.367 -0.25
H 6.022 -0.714 -1.667 0.21
H 3.996 0.543 -3.027 0.18
H 5.905 0.410 0.810 0.21
H 4.918 2.942 1.580 -0.08
H 5.094 0.451 2.941 0.20
H 3.438 -0.601 4.819 0.21
H 1.044 0.642 4.326 0.19
H 3.983 5.220 1.147 0.20
H 1.661 6.427 0.342 0.20
H 0.006 4.295 -0.201 0.19
C 0.954 2.538 -2.974 -0.41
N 0.122 1.473 -3.551 -0.83
C 0.843 0.574 -4.436 -0.40
P -1.167 1.004 -2.631 2.50
O -1.136 1.282 -1.192 -1.12
O -1.475 -0.538 -3.007 -1.11
P -0.533 -1.766 -2.412 2.49
O 0.767 -1.229 -2.001 -1.11
N -1.632 -2.552 -1.465 -0.82
C -2.344 -1.807 -0.419 -0.42
C -1.175 -3.886 -1.009 -0.45
N -0.414 -2.760 -3.730 -0.82
C 0.877 -3.106 -4.288 -0.40
C -1.583 -3.293 -4.387 -0.40
N -2.467 1.781 -3.365 -0.79
C -3.704 1.835 -2.599 -0.41
C -2.661 1.590 -4.786 -0.41
H 1.290 3.196 -3.781 0.17
H 1.823 2.151 -2.434 0.25
H 0.362 3.120 -2.273 0.22
H 1.204 1.145 -5.298 0.18
H 0.183 -0.216 -4.793 0.20
H 1.699 0.114 -3.934 0.22
H -2.597 -0.807 -0.763 0.20
H -1.741 -1.746 0.491 0.24
H -3.264 -2.348 -0.182 0.19
H -0.317 -4.219 -1.594 0.21
H -1.996 -4.601 -1.134 0.17
H -0.873 -3.854 0.045 0.28
H 1.654 -2.655 -3.673 0.25
H 0.975 -2.736 -5.317 0.17
H 1.022 -4.191 -4.295 0.18
H -2.471 -2.986 -3.838 0.23
H -1.551 -4.388 -4.418 0.18
H -1.656 -2.921 -5.418 0.17
H -3.461 1.958 -1.545 0.24
H -4.315 0.929 -2.718 0.17
H -4.297 2.694 -2.927 0.18
H -1.693 1.604 -5.284 0.22
H -3.271 2.410 -5.178 0.18
H -3.167 0.643 -5.019 0.17
S 3.191 -2.530 1.008 -0.57
C 2.506 -3.970 1.703 -0.18
C 3.341 -5.101 1.808 -0.25
C 2.914 -6.326 2.294 -0.28
C 1.597 -6.469 2.710 -0.32
C 0.756 -5.364 2.654 -0.20
C 1.165 -4.110 2.180 -0.20
S -0.038 -2.830 2.207 -0.63
H 4.364 -4.987 1.469 0.20
H 3.605 -7.164 2.348 0.17
H 1.218 -7.422 3.069 0.17
H -0.269 -5.459 2.998 0.19
C -4.100 3.041 3.203 -0.06
N -3.919 2.220 2.014 -0.48
C -4.354 0.857 2.315 -0.06
N -3.717 0.275 3.487 -0.47
C -3.913 1.162 4.620 -0.06
N -3.437 2.526 4.397 -0.48
C -1.975 2.560 4.248 -0.52
P -1.286 1.546 2.817 0.76
C -2.516 2.233 1.581 -0.54
C -2.288 0.024 3.256 -0.53
H -5.173 3.098 3.418 0.18
H -3.726 4.047 2.998 0.19
H -4.147 0.222 1.451 0.20
H -5.436 0.880 2.488 0.18
H -3.402 0.743 5.491 0.19
H -4.986 1.218 4.835 0.18
H -1.525 2.199 5.178 0.21
H -1.665 3.601 4.116 0.21
H -2.416 1.663 0.656 0.25
H -2.228 3.266 1.361 0.21
H -1.856 -0.409 4.161 0.23
H -2.169 -0.727 2.472 0.24
```

Summary:
* E_HOMO: 0.070 eV
* charge: -2
* E_LUMO: 0.125 Eh

---

Record 3
C29H50BrNOP2Pd | ωB97M-V/def2-TZVPD

```
85
Properties=species:S:1:pos:R:3:mulliken_charge:R:1
N -6.826 5.059 -5.039 -0.63
C -6.643 5.630 -3.858 -0.28
C -5.646 5.160 -2.984 -0.55
C -4.851 4.051 -3.378 0.79
C -5.138 3.457 -4.622 -0.40
C -6.091 4.043 -5.467 -0.31
C -3.823 3.419 -2.539 -0.12
Pd 1.170 -0.378 0.414 0.27
P 5.165 -1.013 0.319 -0.38
C -3.103 2.304 -2.881 -0.94
C -2.002 1.875 -2.030 0.63
C -0.765 1.486 -2.574 -0.77
C 0.274 1.195 -1.724 -0.49
C 0.014 1.209 -0.346 -0.08
C -1.214 1.554 0.219 -0.25
C -2.238 1.875 -0.638 -1.11
Br 1.566 2.238 0.892 -0.36
H -3.607 3.840 -1.544 0.46
H -3.222 1.683 -3.801 0.24
H -5.580 5.640 -2.022 0.38
H -4.659 2.526 -4.899 0.25
H -7.331 6.438 -3.607 0.37
H -6.240 3.588 -6.447 0.35
H -0.688 1.378 -3.659 0.42
H -3.240 2.061 -0.251 0.62
H 1.260 0.894 -2.038 0.61
H -1.323 1.462 1.280 0.47
P -0.123 -2.190 0.070 0.46
C 4.797 0.737 0.425 0.40
C 6.038 1.552 0.080 -1.43
H 4.480 0.895 1.465 0.41
H 3.948 0.893 -0.253 -0.31
H 5.894 2.577 0.430 0.40
H 6.918 1.127 0.581 0.37
H 6.246 1.560 -0.993 0.31
C 4.559 -1.435 -1.344 1.21
C 5.587 -2.395 -1.934 -1.32
H 4.510 -0.484 -1.906 0.42
H 3.556 -1.864 -1.205 -1.22
H 5.424 -2.541 -3.001 0.40
H 6.612 -2.016 -1.806 0.37
H 5.556 -3.365 -1.432 0.34
C 4.176 -1.814 1.597 0.60
C 5.114 -2.139 2.773 -1.37
H 3.834 -2.743 1.116 0.19
H 3.296 -1.178 1.805 -0.38
H 4.678 -2.900 3.424 0.39
H 6.056 -2.541 2.363 0.40
H 5.378 -1.262 3.374 0.33
C -0.016 -3.421 1.462 -0.34
C -1.045 -4.542 1.491 -1.36
H 0.015 -2.839 2.396 0.28
H 0.988 -3.844 1.314 0.45
H -1.994 -4.254 1.954 0.27
H -1.242 -4.942 0.492 0.29
H -0.652 -5.365 2.090 0.44
C 0.749 -2.973 -1.364 0.44
C 0.105 -2.774 -2.738 -1.39
H 0.862 -4.042 -1.123 0.54
H 1.763 -2.536 -1.349 -0.74
H -0.790 -3.400 -2.857 0.36
H -0.166 -1.726 -2.936 0.19
H 0.818 -3.068 -3.520 0.46
C -1.850 -2.156 -0.497 -0.77
C -2.934 -1.692 0.479 -1.05
H -2.068 -3.185 -0.831 0.54
H -1.863 -1.532 -1.401 0.43
H -3.687 -1.110 -0.074 0.30
H -3.433 -2.571 0.919 0.38
H -2.538 -1.046 1.278 0.01
C 0.008 -0.725 4.938 -1.52
C -1.081 -0.457 3.934 -0.33
O -0.694 0.502 2.942 0.02
C -0.518 1.806 3.556 -0.15
C -1.797 2.450 4.027 -1.32
H 0.996 -0.739 4.492 0.26
H -0.170 -1.664 5.449 0.44
H -0.014 0.062 5.681 0.46
H -1.390 -1.360 3.379 0.29
H -1.980 -0.066 4.450 0.47
H 0.251 1.752 4.344 0.51
H -0.062 2.385 2.756 -0.04
H -2.192 2.001 4.942 0.36
H -1.561 3.488 4.261 0.46
H -2.574 2.433 3.256 0.24
```

Summary:
* energy above the lowest of the compared OMol25 structures with the same formula, charge and spin: 0.0 kJ/mol
* E_HOMO: -6.689 eV
* E_LUMO: 0.000 Eh